# 1
Formula: C24H27F13O13S
Source: OMol25
Level of theory: ωB97M-V/def2-TZVPD

Summary:
structure (SMILES): CCOC1=C(S(=O)(=O)F)C(=O)C=CC1=O.CCOC(=O)C(F)(F)F.CCOC(=O)C(F)(F)F.CCOC(=O)C(F)(F)F.CCOC(=O)C(F)(F)F

Geometry (Å):
C: -3.819 -2.998 -2.132
C: -4.299 -1.590 -2.728
O: -3.250 -0.590 -2.879
C: -2.228 -0.719 -1.918
C: -2.431 -0.454 -0.524
S: -4.033 0.132 0.176
O: -4.771 0.981 -0.818
O: -3.722 0.989 1.379
F: -5.044 -1.116 0.650
C: -1.142 -0.707 0.406
O: -1.319 -1.131 1.567
C: 0.313 -0.457 -0.199
C: 0.462 -0.712 -1.595
C: -0.789 -1.200 -2.478
O: -0.661 -1.885 -3.511
H: -3.583 -2.938 -1.010
H: -4.731 -3.697 -2.205
H: -2.940 -3.472 -2.682
H: -5.157 -1.226 -2.051
H: -4.792 -1.823 -3.743
H: 1.192 -0.090 0.439
H: 1.484 -0.544 -2.088
C: 2.898 -2.460 5.661
C: 2.287 -1.541 4.621
O: 3.298 -1.019 3.743
C: 3.718 -1.849 2.767
O: 3.303 -2.966 2.605
C: 4.751 -1.158 1.884
F: 5.699 -0.518 2.600
F: 4.185 -0.229 1.084
F: 5.401 -2.013 1.077
H: 3.694 -1.947 6.206
H: 2.140 -2.795 6.372
H: 3.346 -3.341 5.197
H: 1.829 -0.683 5.116
H: 1.501 -2.042 4.050
C: 5.779 2.038 -1.483
C: 4.885 3.243 -1.697
O: 4.392 3.280 -3.046
C: 3.360 2.458 -3.310
O: 2.860 1.724 -2.497
C: 2.897 2.622 -4.754
F: 3.924 2.621 -5.627
F: 2.237 3.784 -4.939
F: 2.064 1.641 -5.145
H: 6.588 2.022 -2.218
H: 6.211 2.053 -0.480
H: 5.223 1.105 -1.603
H: 5.463 4.157 -1.549
H: 4.058 3.266 -0.985
C: 0.233 6.479 -1.024
C: 1.390 7.304 -1.555
O: 2.298 7.654 -0.498
C: 3.157 6.690 -0.115
O: 3.196 5.589 -0.600
C: 4.088 7.205 0.977
F: 3.427 7.864 1.949
F: 5.006 8.063 0.488
F: 4.771 6.217 1.583
H: -0.268 7.003 -0.206
H: -0.493 6.279 -1.815
H: 0.579 5.523 -0.625
H: 1.011 8.242 -1.966
H: 1.918 6.788 -2.362
C: -6.914 -5.189 3.100
C: -7.291 -6.013 1.884
O: -6.345 -5.817 0.820
C: -5.187 -6.498 0.927
O: -4.917 -7.235 1.839
C: -4.298 -6.234 -0.283
F: -4.218 -4.921 -0.589
F: -4.757 -6.856 -1.389
F: -3.036 -6.660 -0.105
H: -6.807 -4.135 2.832
H: -7.674 -5.281 3.879
H: -5.957 -5.510 3.516
H: -8.260 -5.683 1.506
H: -7.383 -7.074 2.127



# 2
Formula: C24H27F5NO3PtS4
Source: OMol25
Level of theory: ωB97M-V/def2-TZVPD

Summary:
energy relative to the best compared isomer or geometry (same formula, charge and spin): 33.6 kJ/mol
total charge: -1

Geometry (Å):
Pt: -1.185 -0.196 -0.440
C: 3.988 3.232 -0.186
C: 3.796 2.615 -1.566
S: 2.705 1.161 -1.528
C: 1.381 1.646 -2.655
C: 0.450 2.741 -2.162
S: -0.614 2.301 -0.750
C: 0.020 3.295 0.631
C: 1.439 3.041 1.125
S: 2.603 4.242 0.389
H: 4.845 3.908 -0.196
H: 4.198 2.462 0.558
H: 4.764 2.290 -1.954
H: 3.395 3.356 -2.259
H: 0.834 0.719 -2.831
H: 1.820 1.959 -3.606
H: -0.226 3.036 -2.967
H: 1.015 3.622 -1.858
H: -0.699 3.095 1.426
H: -0.111 4.337 0.337
H: 1.764 2.030 0.887
H: 1.464 3.175 2.206
F: -0.029 -2.818 1.022
C: -1.242 -3.034 0.500
C: -1.939 -2.006 -0.123
C: -3.206 -2.334 -0.577
F: -3.981 -1.393 -1.168
C: -3.748 -3.603 -0.476
F: -4.975 -3.868 -0.944
C: -3.008 -4.605 0.119
F: -3.514 -5.838 0.238
C: -1.751 -4.315 0.617
F: -1.041 -5.282 1.211
C: 2.583 -2.308 -3.859
C: 1.487 -2.953 -3.002
C: 0.521 -3.729 -3.908
C: 2.128 -3.921 -1.998
C: 0.729 -1.932 -2.257
C: 0.083 -1.167 -1.574
H: 3.155 -3.082 -4.378
H: 3.262 -1.722 -3.240
H: 2.148 -1.638 -4.602
H: 1.052 -4.530 -4.430
H: 0.075 -3.065 -4.650
H: -0.284 -4.169 -3.319
H: 2.666 -4.713 -2.527
H: 1.367 -4.378 -1.364
H: 2.829 -3.392 -1.351
N: -2.675 0.685 0.853
C: -2.318 1.064 2.221
C: -1.038 0.833 2.692
C: -0.682 1.280 3.958
C: -1.604 1.945 4.752
C: -2.899 2.136 4.288
C: -3.259 1.692 3.025
S: -1.122 2.545 6.382
O: 0.278 2.901 6.211
O: -1.353 1.401 7.247
O: -2.015 3.669 6.612
H: -2.950 1.524 0.345
H: -3.505 0.099 0.878
H: -0.325 0.300 2.068
H: 0.320 1.132 4.338
H: -3.604 2.659 4.920
H: -4.263 1.861 2.650



# 3
Formula: C24H27F5P3Sn
Source: OMol25
Level of theory: ωB97M-V/def2-TZVPD

Summary:
energy relative to the best compared isomer or geometry (same formula, charge and spin): 114.8 kJ/mol
total charge: +1

Geometry (Å):
Sn: -0.670 0.684 1.383
C: 2.632 -2.060 -1.061
P: 1.912 -0.898 0.141
C: 2.407 -1.589 1.835
C: 3.021 0.545 0.023
C: 4.425 0.377 0.165
C: 5.238 1.484 0.055
C: 4.649 2.739 0.002
C: 3.289 2.942 -0.133
C: 2.443 1.825 -0.115
P: 0.670 1.891 -0.505
C: 0.240 3.647 -0.101
C: 0.754 1.837 -2.329
H: 3.659 -2.235 -0.869
H: 2.581 -1.907 -2.086
H: 1.988 -2.927 -0.943
H: 3.477 -1.665 1.958
H: 1.973 -2.581 1.937
H: 1.961 -1.022 2.628
H: 4.868 -0.644 0.111
H: 6.315 1.460 0.158
H: 5.336 3.559 0.096
H: 2.964 3.885 -0.219
H: 0.599 3.703 0.961
H: -0.808 3.610 -0.083
H: 0.704 4.399 -0.695
H: 1.437 2.607 -2.648
H: -0.193 1.971 -2.937
H: 1.126 0.831 -2.672
F: -2.652 2.646 2.995
C: -3.151 2.670 1.736
C: -2.538 1.941 0.703
C: -3.133 2.006 -0.525
F: -2.731 1.232 -1.539
C: -4.181 2.883 -0.815
F: -4.691 3.006 -2.098
C: -4.730 3.604 0.221
F: -5.838 4.379 0.086
C: -4.218 3.478 1.516
F: -4.797 4.231 2.428
C: -3.407 -1.467 0.192
P: -1.683 -1.243 -0.247
C: -1.552 -1.222 -2.003
C: -1.026 -2.861 0.289
C: -0.542 -3.851 -0.606
C: -0.019 -4.990 -0.034
C: 0.035 -5.265 1.288
C: -0.435 -4.285 2.163
C: -0.910 -3.095 1.656
H: -3.930 -0.677 0.792
H: -3.377 -2.397 0.647
H: -3.989 -1.520 -0.708
H: -2.193 -1.969 -2.464
H: -0.469 -1.525 -2.282
H: -1.750 -0.202 -2.311
H: -0.647 -3.649 -1.663
H: 0.492 -5.695 -0.718
H: 0.651 -6.039 1.693
H: -0.375 -4.310 3.216
H: -1.212 -2.282 2.334



Values of HOMO-LUMO gap, in order: 8.7 7.6 8.4, all in eV.
Values of E_tot, in order: -3605.1590 -3422.6427 -2668.1433, all in Ha.